ORCA calculation (ωB97M-V/def2-TZVPD) on a 10-piece molecular cluster, C7H27NO9 overall at a distorted geometry.

Bonds (Å) are listed after each position.
Cartesian coordinates (Å):
1 C 2.411 0.901 -1.638  C2 1.396, C5 1.470, H9 1.049
2 C 2.394 2.087 -0.900  C1 1.396, N3 1.350, H10 1.021
3 N 1.253 2.106 -0.179  C2 1.350, C4 1.403, H11 1.016
4 C 0.540 0.913 -0.362  N3 1.403, C5 1.427, C8 1.477
5 C 1.064 0.319 -1.548  C1 1.470, C4 1.427, C6 1.463
6 C 0.473 -0.697 -2.421  C5 1.463, C7 1.360, H12 1.160
7 C 1.359 -1.592 -2.936  C6 1.360, H13 1.075, H14 1.083
8 C -0.431 0.540 0.687  C4 1.477, H15 1.165, H16 1.108, H17 1.155
9 H 3.284 0.561 -2.110  C1 1.049
10 H 3.096 2.814 -0.758  C2 1.021
11 H 0.858 2.779 0.473  N3 1.016
12 H -0.636 -0.773 -2.751  C6 1.160
13 H 2.422 -1.691 -2.815  C7 1.075
14 H 1.078 -2.500 -3.456  C7 1.083
15 H -0.731 1.417 1.393  C8 1.165
16 H -0.046 -0.298 1.302  C8 1.108
17 H -1.473 0.151 0.375  C8 1.155
18 H 1.321 -2.163 0.347  O20 0.928
19 H 0.963 -2.571 -0.880  O20 0.973
20 O 0.607 -2.659 0.022  H18 0.928, H19 0.973
21 H -1.459 3.310 0.255  O23 0.971
22 H -1.385 4.107 1.476  O23 0.960
23 O -0.815 3.549 0.942  H21 0.971, H22 0.960
24 H -1.275 -1.856 4.148  O26 0.953
25 H -2.058 -1.878 2.794  O26 1.057
26 O -1.572 -1.241 3.484  H24 0.953, H25 1.057
27 H -2.474 1.393 0.553  O29 0.998
28 H -3.386 1.237 1.770  O29 0.969
29 O -3.131 1.898 1.109  H27 0.998, H28 0.969
30 H 3.043 -0.298 0.336  O32 0.977
31 H 4.533 -0.753 0.151  O32 0.995
32 O 3.599 -1.092 0.213  H30 0.977, H31 0.995
33 H -2.328 -3.565 0.370  O35 0.969
34 H -1.176 -3.294 1.247  O35 0.943
35 O -2.103 -3.458 1.306  H33 0.969, H34 0.943
36 H -2.366 -2.749 -1.916  O38 0.895
37 H -1.600 -2.125 -0.828  O38 0.997
38 O -2.524 -2.336 -1.138  H36 0.895, H37 0.997
39 H 0.049 0.646 3.857  O41 1.020
40 H 1.292 0.905 4.585  O41 1.018
41 O 0.592 1.472 4.110  H39 1.020, H40 1.018
42 H -0.450 1.105 -3.909  O44 1.021
43 H -1.268 0.993 -2.470  O44 1.044
44 O -1.335 0.809 -3.495  H42 1.021, H43 1.044

* charge: 0
* SMILES string: C=Cc1cc[nH]c1C.O.O.O.O.O.O.O.O.O
* Kohn-Sham gap: 8.331 eV
* energy: -1014.70240 hartree
* relative energy (zero: lowest compared OMol25 entry of this formula, charge and spin): 80.71 kcal per mole

=====

ORCA calculation (ωB97M-V/def2-TZVPD) on a 2-piece molecular cluster, C5H11N2O overall at a distorted geometry.

Bonds (Å) are listed after each position.
Cartesian coordinates (Å):
1 C 1.768 0.777 -0.179  N6 1.328, N7 1.260, H9 1.042
2 C -1.754 1.060 0.579  C3 1.530, C4 1.454, H10 1.049, H11 1.121
3 C -1.608 0.962 -0.941  C2 1.530, C4 1.518, H12 1.104, H13 1.091
4 C -1.315 -0.198 -0.005  C2 1.454, C3 1.518, C5 1.514
5 C -1.460 -1.694 0.175  C4 1.514, H14 1.136, H15 1.119, H16 1.062
6 N 3.082 0.752 -0.366  C1 1.328, H17 1.007, H18 0.997
7 N 1.012 -0.110 0.299  C1 1.260, O8 1.387
8 O 1.486 -1.354 0.688  N7 1.387, H19 0.950
9 H 1.227 1.547 -0.627  C1 1.042
10 H -0.996 1.419 1.209  C2 1.049
11 H -2.738 1.141 1.112  C2 1.121
12 H -2.542 0.657 -1.446  C3 1.104
13 H -0.732 1.216 -1.539  C3 1.091
14 H -0.409 -1.966 0.510  C5 1.136
15 H -1.639 -2.155 -0.829  C5 1.119
16 H -2.122 -1.941 0.969  C5 1.062
17 H 3.742 1.423 -0.724  N6 1.007
18 H 3.430 -0.169 -0.520  N6 0.997
19 H 1.568 -1.367 1.635  O8 0.950

* charge: +1
* Kohn-Sham gap: 9.475 eV
* energy: -381.44076 hartree
* relative energy (zero: lowest compared OMol25 entry of this formula, charge and spin): 140.06 kcal per mole